(1)
Computed, not measured: a molecular structure, C37H46CrIN7OPS4, with ωB97M-V/def2-TZVPD.

Each line ends with the Mulliken spin population.
Cartesian coordinates (Å):
1 Cr -1.067 -1.047 -0.139  3.1292
2 C -5.532 1.652 -1.572  -0.0060
3 S -5.721 -0.020 -0.925  0.0035
4 C -4.038 -0.546 -0.768  0.0404
5 S -2.762 0.632 -0.417  -0.0379
6 N -3.839 -1.805 -0.837  -0.0325
7 N -2.563 -2.205 -0.555  0.0052
8 C -2.283 -3.534 -0.897  -0.0253
9 C -0.995 -3.936 -0.243  0.0426
10 C -0.606 -5.259 -0.080  -0.0006
11 C 0.635 -5.532 0.462  0.0070
12 C 1.468 -4.478 0.822  -0.0072
13 C 1.010 -3.191 0.640  -0.0084
14 N -0.199 -2.927 0.134  -0.0433
15 H -6.545 2.003 -1.768  -0.0001
16 H -4.972 1.661 -2.504  0.0043
17 H -5.056 2.310 -0.848  0.0023
18 H -3.103 -4.209 -0.646  -0.0059
19 H -1.274 -6.052 -0.387  -0.0003
20 H 0.958 -6.556 0.599  0.0003
21 H 2.450 -4.651 1.238  -0.0001
22 H 1.600 -2.323 0.905  0.0231
23 S -0.358 -1.018 -2.382  -0.0539
24 C -1.893 -1.159 -3.240  -0.0001
25 C -2.441 -0.002 -3.798  0.0153
26 C -3.635 -0.030 -4.498  0.0018
27 C -4.154 1.196 -5.041  -0.0007
28 N -4.549 2.193 -5.452  0.0015
29 C -4.324 -1.239 -4.660  -0.0040
30 C -3.794 -2.391 -4.106  0.0038
31 C -2.593 -2.368 -3.403  0.0023
32 S -2.015 -3.895 -2.743  0.0155
33 C -5.569 -1.294 -5.371  0.0015
34 N -6.564 -1.353 -5.943  -0.0030
35 H -1.924 0.937 -3.665  -0.0010
36 H -4.331 -3.324 -4.202  -0.0004
37 O 0.636 -0.084 0.496  -0.0535
38 P 1.538 1.142 0.474  -0.0054
39 C 2.226 1.502 2.135  0.0055
40 C 1.241 1.086 3.249  -0.0001
41 C 1.468 -0.336 3.747  0.0043
42 C 2.897 -0.534 4.231  0.0001
43 C 3.858 -0.300 3.074  0.0004
44 C 3.676 1.092 2.470  0.0000
45 C 2.923 0.942 -0.689  -0.0008
46 C 2.522 1.149 -2.161  -0.0061
47 C 3.621 0.617 -3.076  0.0005
48 C 3.768 -0.910 -2.948  -0.0009
49 C 3.239 -1.415 -1.604  -0.0153
50 C 3.581 -0.449 -0.475  0.0008
51 C 0.573 2.585 -0.078  0.0037
52 C 1.366 3.858 -0.444  -0.0021
53 C 1.561 4.864 0.690  -0.0002
54 C 0.245 5.188 1.386  0.0001
55 C -0.385 3.912 1.929  0.0007
56 C -0.646 2.903 0.813  0.0216
57 H 2.237 2.595 2.099  -0.0010
58 H 0.208 1.195 2.912  -0.0006
59 H 1.372 1.776 4.089  0.0001
60 H 1.265 -1.036 2.930  0.0018
61 H 0.751 -0.558 4.541  -0.0004
62 H 3.028 -1.539 4.636  0.0000
63 H 3.113 0.168 5.045  0.0000
64 H 3.688 -1.077 2.325  0.0001
65 H 4.895 -0.407 3.398  0.0000
66 H 4.326 1.218 1.603  0.0002
67 H 4.030 1.815 3.213  -0.0001
68 H 3.646 1.723 -0.424  0.0006
69 H 2.349 2.205 -2.363  -0.0012
70 H 1.587 0.634 -2.383  0.0002
71 H 4.565 1.112 -2.823  0.0000
72 H 3.399 0.890 -4.109  0.0003
73 H 4.820 -1.185 -3.054  0.0000
74 H 3.230 -1.410 -3.754  -0.0006
75 H 3.654 -2.401 -1.382  -0.0001
76 H 2.156 -1.541 -1.652  0.0143
77 H 4.665 -0.331 -0.400  -0.0003
78 H 3.256 -0.882 0.471  -0.0013
79 H 0.174 2.161 -1.011  0.0151
80 H 0.803 4.358 -1.238  0.0008
81 H 2.335 3.609 -0.876  -0.0004
82 H 2.009 5.770 0.276  0.0000
83 H 2.277 4.488 1.429  0.0000
84 H -0.439 5.655 0.669  0.0000
85 H 0.406 5.909 2.189  0.0000
86 H -1.332 4.135 2.425  -0.0001
87 H 0.269 3.490 2.696  -0.0001
88 H -1.424 3.310 0.162  0.0017
89 H -1.065 1.980 1.219  -0.0012
90 I -1.896 -2.551 5.975  0.0000
91 C -2.047 -1.663 4.126  0.0002
92 C -2.879 -0.630 3.750  0.0043
93 N -2.602 -0.369 2.465  0.0019
94 N -1.649 -1.169 1.983  -0.0650
95 C -1.302 -1.969 2.981  0.0137
96 H -3.634 -0.088 4.292  0.0000
97 H -3.024 0.280 1.792  -0.0057
98 H -0.548 -2.727 2.854  0.0007

Cartesian forces, eV/Å:
Cr -0.238 0.063 -0.009
C -0.020 -0.008 -0.015
S 0.078 -0.008 0.001
C -0.100 0.043 0.019
S 0.071 0.016 -0.019
N 0.015 -0.050 -0.027
N 0.046 0.079 0.102
C -0.151 -0.126 0.399
C -0.002 -0.011 -0.079
C -0.002 0.022 -0.011
C -0.008 -0.016 -0.008
C 0.004 -0.012 0.005
C -0.019 0.034 0.036
N 0.114 -0.083 0.009
H 0.004 0.008 -0.001
H -0.006 -0.008 0.017
H 0.003 -0.003 0.004
H 0.000 0.017 0.126
H -0.001 -0.007 0.003
H -0.003 -0.002 -0.001
H 0.005 0.004 -0.002
H 0.000 0.001 -0.006
S -0.053 -0.031 -0.088
C -0.002 -0.048 -0.046
C 0.017 -0.055 0.036
C -0.009 0.003 -0.009
C 0.020 -0.024 0.001
N -0.013 0.033 -0.015
C 0.004 0.026 0.004
C 0.019 -0.020 -0.009
C 0.066 0.104 -0.108
S 0.128 0.052 -0.351
C 0.007 0.003 0.012
N -0.025 -0.001 -0.017
H 0.004 0.015 0.001
H -0.001 0.001 0.008
O 0.047 -0.006 0.024
P -0.017 0.004 -0.045
C -0.009 0.032 -0.001
C -0.008 -0.002 0.003
C -0.003 -0.010 0.003
C -0.005 0.000 -0.006
C 0.000 -0.007 0.005
C 0.014 -0.005 0.011
C 0.000 0.017 0.016
C 0.019 0.027 0.001
C -0.004 -0.013 -0.011
C 0.018 -0.003 0.000
C 0.026 0.001 0.013
C -0.021 -0.010 0.011
C -0.012 -0.023 0.003
C -0.003 -0.008 -0.005
C 0.006 0.001 0.012
C 0.004 0.002 -0.001
C -0.005 0.007 -0.007
C 0.006 -0.011 -0.003
H -0.010 -0.013 0.009
H 0.006 0.002 -0.001
H 0.003 -0.002 0.001
H -0.008 0.006 0.008
H 0.003 0.001 -0.008
H 0.004 0.000 0.001
H -0.001 0.000 -0.001
H 0.004 0.007 0.015
H 0.001 0.000 0.003
H -0.003 -0.002 0.004
H 0.006 -0.004 -0.004
H -0.023 -0.008 0.014
H 0.009 0.010 0.002
H -0.051 -0.024 -0.010
H -0.004 -0.003 0.016
H 0.017 0.001 -0.002
H -0.003 -0.006 -0.017
H -0.020 0.009 0.010
H -0.003 0.002 0.002
H -0.014 -0.007 -0.005
H 0.004 0.008 -0.021
H 0.022 0.013 -0.015
H -0.008 0.011 0.008
H 0.002 -0.003 0.003
H 0.015 -0.007 -0.009
H -0.001 0.000 -0.002
H -0.006 0.005 -0.005
H 0.000 0.001 0.000
H 0.001 0.000 0.000
H -0.002 -0.001 0.000
H 0.011 -0.009 0.011
H -0.002 -0.002 -0.005
H 0.005 0.001 -0.005
I -0.002 0.003 -0.005
C 0.003 0.001 -0.002
C 0.009 -0.015 -0.017
N -0.001 -0.008 0.031
N 0.064 0.039 0.001
C -0.033 -0.024 0.024
H -0.001 0.005 0.005
H -0.018 0.006 -0.012
H 0.017 0.001 -0.010

E_HOMO (spin up / spin down) (eV): -6.69 / -6.93
Charge: 0
Spin multiplicity: 4
⟨S²⟩: 3.80
Orbital gap (spin up / spin down) (eV): 6.68 / 6.80
LUMO energy (spin up / spin down) (eV): -0.01 / -0.13

(2)
Computed, not measured: a molecular structure, C37H46HgN2OP2Te, with ωB97M-V/def2-TZVPD.

Each line ends with the Löwdin charge.
Cartesian coordinates (Å):
1 Hg -0.205 -0.841 1.378  0.8954
2 C 2.452 -3.343 2.246  -0.2775
3 P 1.101 -3.349 1.005  0.8123
4 C 1.939 -4.164 -0.411  -0.2607
5 C -0.016 -4.693 1.562  -0.4098
6 C 0.486 -5.869 2.115  -0.0922
7 C -0.370 -6.875 2.536  -0.0748
8 C -1.742 -6.715 2.406  -0.0736
9 C -2.255 -5.549 1.857  -0.0881
10 C -1.407 -4.530 1.429  -0.4108
11 P -2.059 -2.956 0.751  0.8122
12 C -3.662 -2.732 1.613  -0.2789
13 C -2.659 -3.488 -0.903  -0.2615
14 H 2.035 -3.078 3.216  0.0279
15 H 3.158 -2.565 1.954  0.0431
16 H 2.981 -4.294 2.313  0.0349
17 H 2.319 -5.142 -0.116  0.0425
18 H 2.763 -3.532 -0.744  0.0386
19 H 1.236 -4.281 -1.237  0.0396
20 H 1.556 -6.005 2.226  0.0972
21 H 0.033 -7.785 2.966  0.1060
22 H -2.415 -7.499 2.736  0.1067
23 H -3.329 -5.434 1.768  0.0981
24 H -4.392 -3.498 1.348  0.0345
25 H -4.056 -1.759 1.318  0.0430
26 H -3.500 -2.723 2.690  0.0348
27 H -3.311 -4.357 -0.814  0.0417
28 H -1.819 -3.727 -1.556  0.0341
29 H -3.214 -2.658 -1.344  0.0433
30 N -0.716 -2.371 3.609  0.1542
31 C -0.663 -1.956 4.682  -0.1169
32 C -0.597 -1.433 6.021  -0.2119
33 C -0.518 -2.294 7.117  -0.0359
34 C -0.459 -1.761 8.392  -0.0797
35 C -0.478 -0.383 8.571  -0.0735
36 C -0.552 0.469 7.476  -0.0596
37 C -0.611 -0.046 6.190  -0.0050
38 H -0.502 -3.365 6.961  0.1163
39 H -0.397 -2.419 9.250  0.1055
40 H -0.432 0.028 9.572  0.1058
41 H -0.561 1.542 7.622  0.1105
42 H -0.651 0.600 5.315  0.0927
43 C -0.665 3.257 1.986  -0.0548
44 C -0.487 1.742 2.022  -0.8219
45 O -0.556 1.162 3.162  -0.1985
46 N -0.284 1.167 0.850  -0.2761
47 Te -0.860 2.110 -1.644  1.4137
48 C -1.068 3.156 -3.551  -0.3868
49 C -1.629 4.441 -3.595  -0.3209
50 C -2.081 5.205 -2.367  -0.0954
51 C -1.820 5.075 -4.827  -0.0304
52 C -1.479 4.470 -6.024  -0.2760
53 C -1.713 5.154 -7.348  -0.0565
54 C -0.921 3.197 -5.972  -0.0282
55 C -0.713 2.536 -4.768  -0.2928
56 C -0.097 1.159 -4.816  -0.0774
57 C 1.259 1.989 -1.835  -0.3890
58 C 1.916 0.769 -2.044  -0.3146
59 C 1.220 -0.562 -2.208  -0.1048
60 C 3.312 0.751 -2.119  -0.0275
61 C 4.071 1.899 -1.995  -0.2720
62 C 5.576 1.861 -2.068  -0.0551
63 C 3.403 3.104 -1.799  -0.0197
64 C 2.019 3.170 -1.713  -0.2821
65 C 1.376 4.519 -1.502  -0.0700
66 H -0.765 3.633 3.002  0.0651
67 H -1.556 3.509 1.409  0.0577
68 H 0.195 3.722 1.501  0.0574
69 H -1.702 4.762 -1.450  0.0009
70 H -3.173 5.212 -2.305  0.0828
71 H -1.748 6.243 -2.419  0.0798
72 H -2.255 6.072 -4.841  0.1145
73 H -2.133 6.151 -7.208  0.0700
74 H -2.408 4.577 -7.963  0.0781
75 H -0.780 5.251 -7.908  0.0777
76 H -0.646 2.702 -6.901  0.1141
77 H -0.109 0.765 -5.834  0.0752
78 H -0.637 0.469 -4.168  0.0479
79 H 0.941 1.191 -4.474  0.0750
80 H 0.150 -0.486 -2.040  0.0044
81 H 1.633 -1.278 -1.497  0.0434
82 H 1.388 -0.966 -3.211  0.0826
83 H 3.811 -0.202 -2.284  0.1140
84 H 5.940 0.840 -2.185  0.0693
85 H 6.018 2.279 -1.161  0.0786
86 H 5.941 2.450 -2.912  0.0792
87 H 3.982 4.018 -1.708  0.1160
88 H 2.133 5.289 -1.353  0.0769
89 H 0.718 4.503 -0.633  0.0470
90 H 0.769 4.794 -2.369  0.0686

Cartesian forces, eV/Å:
Hg 0.011 -0.389 -0.858
C -0.116 -0.085 -0.089
P 0.302 0.073 0.484
C -0.128 0.287 -0.053
C -0.224 0.104 -0.058
C 0.000 -0.009 -0.018
C 0.012 0.000 -0.005
C -0.061 -0.012 0.002
C 0.044 -0.025 -0.029
C 0.195 0.048 0.052
P -0.383 0.086 0.085
C 0.108 -0.066 -0.052
C 0.146 0.140 0.083
H 0.006 -0.017 0.018
H 0.030 0.003 0.002
H -0.007 0.012 0.020
H 0.004 0.000 0.002
H -0.007 -0.043 -0.023
H 0.040 -0.021 -0.001
H -0.053 0.009 -0.013
H -0.006 0.039 -0.011
H 0.043 0.049 -0.018
H 0.054 -0.009 0.008
H -0.003 -0.005 0.051
H -0.015 -0.001 0.005
H 0.007 0.006 0.006
H -0.004 -0.024 -0.025
H -0.021 0.001 0.004
H 0.005 -0.019 -0.045
N 0.061 0.122 0.365
C -0.001 -0.133 -0.112
C -0.011 0.244 -0.024
C -0.013 -0.050 -0.136
C 0.002 -0.013 0.077
C 0.004 0.017 -0.024
C -0.008 0.004 0.010
C 0.041 -0.024 -0.147
H -0.009 0.014 0.007
H -0.004 0.024 -0.052
H -0.003 -0.009 -0.024
H 0.004 -0.045 -0.013
H -0.024 -0.042 0.016
C 0.056 -0.093 -0.016
C 0.001 -0.276 0.288
O 0.040 0.198 -0.569
N 0.043 -0.208 0.839
Te -0.001 0.283 -0.375
C -0.050 -0.122 -0.020
C -0.035 -0.022 0.115
C 0.010 -0.076 -0.136
C 0.016 -0.006 -0.022
C -0.006 0.031 -0.008
C 0.028 -0.053 0.090
C -0.003 0.033 0.021
C 0.013 -0.034 0.022
C -0.006 0.141 -0.057
C 0.090 -0.081 0.076
C -0.034 0.061 0.029
C 0.058 0.125 0.041
C -0.016 -0.009 -0.001
C 0.016 -0.007 -0.012
C -0.090 0.014 -0.011
C 0.020 -0.047 -0.027
C -0.062 0.063 -0.025
C 0.053 -0.095 -0.052
H 0.000 0.007 -0.016
H 0.046 0.031 -0.005
H -0.070 0.002 0.013
H 0.021 0.029 0.024
H 0.039 0.000 0.009
H -0.026 -0.026 -0.011
H 0.021 -0.056 0.008
H 0.021 -0.029 -0.011
H 0.024 0.029 -0.003
H -0.040 0.007 0.004
H -0.009 0.013 0.052
H -0.002 0.037 0.036
H 0.005 -0.028 0.037
H -0.065 -0.026 -0.007
H -0.070 -0.020 0.010
H 0.009 -0.090 0.091
H -0.015 0.046 0.030
H -0.027 0.053 0.021
H -0.003 0.019 0.001
H 0.015 -0.009 -0.018
H 0.008 -0.012 0.020
H -0.044 -0.013 0.019
H 0.011 -0.038 -0.015
H -0.026 0.013 -0.021
H 0.019 0.004 0.073

E_HOMO (eV): -6.67
Charge: 0
Orbital gap (eV): 6.82
LUMO energy (eV): 0.14

In kJ/mol, the energy above the lowest of the compared OMol25 structures with the same formula, charge and spin values for the records above are, in order, 0.0 41.8.